DFT (wB97M-V/def2-TZVPD) results for a cluster of 2 separate species, C5H11O2 in total.

As for the expectation value of S²: 0.756. As for the energy above the lowest of the compared OMol25 structures with the same formula, charge and spin: 42.4 kJ/mol.

Structure (ORCA input):
```
! RIJCOSX wB97M-V def2-TZVPD def2/J DEFGRID3
* xyz 0 2
C 2.319 1.328 -1.643
C 2.383 0.332 -0.471
H 3.121 1.199 -2.359
H 1.353 1.100 -2.098
H 2.261 2.367 -1.324
H 1.536 0.584 0.166
H 3.315 0.126 0.047
H 2.175 -0.682 -0.845
C -2.393 -0.469 0.724
C -1.399 -0.193 1.863
C -1.891 -1.362 -0.386
O -2.523 -2.340 -0.744
O -0.837 -1.011 -1.041
H -3.275 -0.942 1.158
H -2.808 0.493 0.405
H -1.552 0.649 2.532
H -0.382 -0.125 1.478
H -1.403 -1.054 2.539
*
```